# 1
CH4N4S | the ωB97M-V functional and the def2-TZVPD basis

HOMO-LUMO gap, eV: 8.69
HOMO energy, eV: -9.10
Molecular weight, g mol⁻¹: 104.1
Energy above the lowest of the compared OMol25 structures with the same formula, charge and spin, kJ/mol: 376.2

Last column: natural (NBO) charge in e.
Positions of all 10 atoms, in Å:
1 C -1.116 0.257 -0.032  -0.1011
2 N -0.014 1.253 0.018  -0.2333
3 N -0.739 -1.049 0.502  -0.8164
4 N 1.513 -0.451 -0.437  -0.3678
5 N 1.075 0.694 -0.190  0.0330
6 S 2.716 0.903 -0.645  0.3522
7 H -1.928 0.716 0.425  0.2096
8 H -1.228 -0.019 -1.134  0.1945
9 H -0.448 -0.934 1.465  0.3459
10 H 0.168 -1.370 0.028  0.3833

# 2
C5H13ISi | the ωB97M-V functional and the def2-TZVPD basis

HOMO-LUMO gap, eV: 9.71
HOMO energy, eV: -9.21
Molecular weight, g mol⁻¹: 228.1
Energy above the lowest of the compared OMol25 structures with the same formula, charge and spin, kJ/mol: 107.6

Last column: natural (NBO) charge in e.
Positions of all 20 atoms, in Å:
1 C -1.367 2.248 0.300  -0.6367
2 C 0.515 -0.650 1.745  -1.0786
3 C 1.907 0.168 -0.928  -1.0439
4 C -0.009 -2.160 -0.776  -1.1131
5 C -1.203 0.964 -0.536  -0.7760
6 Si 0.176 -0.348 -0.165  1.5863
7 I -3.058 -0.095 -0.262  0.0837
8 H -1.428 1.896 1.285  0.2151
9 H -2.185 2.926 0.036  0.2238
10 H -0.468 2.789 0.330  0.2144
11 H 0.212 0.306 2.354  0.2172
12 H -0.098 -1.387 2.198  0.2325
13 H 1.561 -0.826 1.907  0.2343
14 H 2.504 0.857 -0.318  0.2298
15 H 2.372 -0.705 -0.966  0.2185
16 H 1.843 0.653 -1.822  0.2230
17 H -0.968 -2.213 -1.284  0.2407
18 H 0.774 -2.534 -1.379  0.2342
19 H -0.114 -3.030 0.005  0.2477
20 H -0.967 1.140 -1.724  0.2470

# 3
C2H4N2O | the ωB97M-V functional and the def2-TZVPD basis

HOMO-LUMO gap, eV: 10.58
HOMO energy, eV: -9.45
Molecular weight, g mol⁻¹: 72.1
Energy above the lowest of the compared OMol25 structures with the same formula, charge and spin, kJ/mol: 371.0

Last column: natural (NBO) charge in e.
Positions of all 9 atoms, in Å:
1 N -0.030 -0.833 -1.146  -0.0961
2 N -0.318 -1.855 -0.855  0.4347
3 O -0.630 -2.927 -0.626  -0.3457
4 C -0.409 1.332 0.316  -0.3965
5 C 0.620 0.556 0.633  -0.3599
6 H -1.411 1.053 0.325  0.1950
7 H -0.062 2.171 -0.360  0.1934
8 H 1.607 0.796 0.327  0.1898
9 H 0.633 -0.292 1.385  0.1855

# 4
C16H15F6N5O2PRe | the ωB97M-V functional and the def2-TZVPD basis

HOMO-LUMO gap (spin up / spin down), eV: 4.06 / 4.08
HOMO energy (spin up / spin down), eV: -20.82 / -20.83
Molecular weight, g mol⁻¹: 640.5
Energy above the lowest of the compared OMol25 structures with the same formula, charge and spin, kJ/mol: 0.0
Charge: +4

Last column: Löwdin charge in e.
Positions of all 46 atoms, in Å:
1 Re -0.851 0.724 -0.116  1.7742
2 C 0.146 2.013 -2.858  -0.0515
3 N 0.188 2.159 -1.356  -0.1030
4 C 1.557 2.510 -0.828  -0.0224
5 C 1.579 2.087 0.593  -0.1877
6 N 0.600 1.204 1.051  -0.0497
7 C 0.857 1.009 2.421  -0.1714
8 C 0.194 0.251 3.381  0.0403
9 C 0.705 0.300 4.673  0.0099
10 C 1.830 1.062 4.989  0.0395
11 C 2.502 1.824 4.024  0.0847
12 C 1.979 1.771 2.754  -0.1265
13 N 2.378 2.420 1.557  0.2792
14 C 0.918 -0.173 -3.007  -0.4905
15 N -0.353 -0.879 -0.755  -0.0536
16 C -0.335 -2.120 -1.183  -0.1511
17 C -0.671 -3.197 -0.342  0.0373
18 C -0.751 -4.461 -0.856  0.1237
19 C -0.502 -4.759 -2.268  0.0845
20 C -0.144 -3.787 -3.123  0.0647
21 C 0.032 -2.444 -2.634  -0.0365
22 N 0.514 -1.529 -3.414  0.3026
23 H 1.079 2.373 -3.291  0.1718
24 H -0.705 2.562 -3.250  0.1740
25 H -0.406 2.975 -1.166  0.1471
26 H 1.742 3.581 -0.938  0.1754
27 H 2.312 1.965 -1.395  0.1421
28 H -0.683 -0.341 3.154  0.1143
29 H 0.218 -0.267 5.455  0.1418
30 H 2.195 1.069 6.008  0.1478
31 H 3.373 2.416 4.277  0.1520
32 H 3.165 3.062 1.479  0.2266
33 H -0.885 -3.001 0.700  0.1443
34 H -1.021 -5.286 -0.202  0.1625
35 H -0.598 -5.785 -2.606  0.1623
36 H 0.073 -3.993 -4.166  0.1612
37 H 0.742 -1.784 -4.382  0.2251
38 O -0.084 0.655 -3.233  0.0704
39 O 1.982 0.034 -2.540  0.2421
40 F -2.336 -0.160 1.160  -0.2904
41 P -3.941 0.334 0.527  0.4611
42 F -4.567 -1.022 0.644  0.0868
43 F -3.065 0.212 -0.856  -0.1668
44 F -4.927 1.218 -0.212  0.0543
45 F -1.978 2.157 0.269  -0.3517
46 F -4.061 1.041 1.862  0.0490

# 5
C5H7ClFN | the ωB97M-V functional and the def2-TZVPD basis

HOMO-LUMO gap, eV: 10.09
HOMO energy, eV: -9.33
Molecular weight, g mol⁻¹: 135.6
Energy above the lowest of the compared OMol25 structures with the same formula, charge and spin, kJ/mol: 139.4

Last column: natural (NBO) charge in e.
Positions of all 15 atoms, in Å:
1 F -1.525 1.719 -0.050  -0.3329
2 C -1.043 0.422 0.085  0.3309
3 Cl -2.219 -0.838 -0.049  0.0007
4 C 0.200 0.188 0.127  -0.1067
5 C 0.861 -1.166 0.013  -0.4480
6 C 2.275 -0.940 0.128  -0.2228
7 N 2.544 0.407 -0.249  -0.6044
8 C 1.364 1.198 0.148  -0.2469
9 H 0.591 -1.704 -0.937  0.2199
10 H 0.492 -1.815 0.724  0.2286
11 H 2.823 -1.631 -0.630  0.2070
12 H 2.606 -1.185 1.178  0.1892
13 H 2.675 0.556 -1.175  0.3573
14 H 1.154 2.112 -0.400  0.2294
15 H 1.362 1.377 1.280  0.1987

# 6
C5H8N2 | the ωB97M-V functional and the def2-TZVPD basis

HOMO-LUMO gap (spin up / spin down), eV: 7.87 / 7.88
HOMO energy (spin up / spin down), eV: -7.85 / -8.13
Molecular weight, g mol⁻¹: 96.1
Energy above the lowest of the compared OMol25 structures with the same formula, charge and spin, kJ/mol: 459.3

Last column: natural (NBO) charge in e.
Positions of all 15 atoms, in Å:
1 N -1.043 1.929 -0.280  -0.8113
2 C -0.271 0.976 0.449  -0.1197
3 C -0.828 0.271 1.668  0.2331
4 N -0.711 -0.907 1.877  -0.4056
5 C 0.013 -0.351 -0.452  -0.3437
6 C 0.197 -1.509 0.486  -0.2330
7 C 1.199 -0.503 -1.211  -0.2982
8 H -1.027 2.841 0.158  0.3715
9 H -2.010 1.638 -0.376  0.3633
10 H 0.684 1.423 0.737  0.2179
11 H -0.885 -0.472 -1.066  0.2213
12 H 1.177 -1.599 0.954  0.2098
13 H -0.201 -2.465 0.164  0.2195
14 H 1.209 -0.602 -2.296  0.1950
15 H 2.170 -0.445 -0.724  0.1800

# 7
AuFHO2P | the ωB97M-V functional and the def2-TZVPD basis

Multiplicity: 4
HOMO-LUMO gap (spin up / spin down), eV: 5.78 / 6.70
HOMO energy (spin up / spin down), eV: -1.79 / -4.15
Molecular weight, g mol⁻¹: 279.9
Charge: -1

Last column: Löwdin spin population.
Positions of all 6 atoms, in Å:
1 P -0.377 0.072 0.884  0.8698
2 F -2.050 -0.076 1.210  0.3309
3 O -0.396 -0.709 -0.542  0.2728
4 O 1.068 0.680 0.946  0.4966
5 Au 1.837 0.139 -0.736  0.7710
6 H -0.082 -0.106 -1.761  0.2589

# 8
C5H4N2S | the ωB97M-V functional and the def2-TZVPD basis

HOMO-LUMO gap (spin up / spin down), eV: 6.64 / 6.16
HOMO energy (spin up / spin down), eV: -10.03 / -10.34
Molecular weight, g mol⁻¹: 124.2
Energy above the lowest of the compared OMol25 structures with the same formula, charge and spin, kJ/mol: 560.9

Last column: natural (NBO) charge in e.
Positions of all 12 atoms, in Å:
1 C 1.516 -0.795 -1.286  0.2054
2 C 2.204 2.123 -0.236  0.3384
3 C -0.550 0.374 -0.672  -0.1028
4 C -0.656 -0.406 0.648  -0.6827
5 C 0.496 0.186 -1.561  -0.2697
6 N 2.452 -1.475 -1.321  -0.2338
7 N 2.581 3.056 0.292  -0.4416
8 S -1.943 1.465 -1.023  0.1645
9 H -1.415 -1.185 0.643  0.2519
10 H 0.339 -0.725 1.005  0.2374
11 H -1.075 0.460 1.364  0.2469
12 H 0.456 0.643 -2.615  0.2861

| no. | total energy (Ha) |
| --- | --- |
| 1 | -657.532374 |
| 2 | -785.462534 |
| 3 | -263.221982 |
| 4 | -2060.331071 |
| 5 | -809.471999 |
| 6 | -304.660548 |
| 7 | -727.851680 |
| 8 | -700.402233 |